Molecular formula: C9H13NO
Method: DFT, ωB97M-V with the def2-TZVPD basis set

**HOMO-LUMO gap (spin up / spin down)**: 7.079 / 7.076 eV
**Energy above the lowest of the compared OMol25 structures with the same formula, charge and spin**: 107.3 kcal per mole

Last column: Mulliken charge in e.
Atoms and positions in Å:
C  -2.23008  -0.15142  -0.22997  0.31
C  -1.71174  1.34749  0.04080  -0.91
C  0.59603  1.85536  -0.13243  -0.85
C  0.88063  0.80050  -1.27052  -1.03
C  -0.39960  1.09831  0.76691  0.09
C  0.76518  -0.49813  -0.57581  0.38
C  -0.11647  -0.40244  0.64144  2.04
C  1.30829  -1.75024  -1.03616  -1.63
C  0.45848  -1.24680  1.75612  -1.85
N  -1.30763  -1.00499  0.13438  -0.73
O  -3.32836  -0.46723  -0.65631  -0.67
H  -1.76291  1.61829  -1.02173  0.19
H  -2.38171  1.81838  0.69905  0.43
H  1.62918  1.93749  0.45814  0.26
H  0.34117  2.85402  -0.58356  0.39
H  0.10957  0.77107  -1.93793  0.41
H  1.84110  0.80371  -1.91357  0.40
H  -0.55085  1.48167  1.86545  0.47
H  1.91220  -2.25113  -0.33536  0.39
H  1.54812  -1.85074  -2.13639  0.36
H  0.57673  -2.60065  -0.83126  0.41
H  0.25002  -2.26297  1.67517  0.39
H  0.04941  -0.80587  2.74540  0.39
H  1.52323  -1.09367  1.87814  0.38

***

Molecular formula: C22H43Br17O4
Method: DFT, ωB97M-V with the def2-TZVPD basis set

**HOMO-LUMO gap**: 10.012 eV
**Energy above the lowest of the compared OMol25 structures with the same formula, charge and spin**: 17.3 kcal per mole
**SMILES**: CCOOC(=O)OC[C@@H](C)Br.BrCCBr.BrCCBr.BrCCBr.BrCCBr.BrCCBr.BrCCBr.BrCCBr.BrCCBr

Last column: Mulliken charge in e.
Atoms and positions in Å:
C  3.28189  2.53703  0.36436  -1.06
C  2.72260  1.17470  -0.04639  -0.15
O  1.82809  0.71396  0.94463  -0.04
O  0.96076  -0.22853  0.35435  0.04
C  -0.10222  -0.24666  1.22521  0.20
O  -0.09118  -0.97875  2.10816  -0.41
O  -1.11255  0.62097  1.09224  -0.02
C  -1.92068  0.43374  -0.08819  -0.39
C  -2.13480  1.83208  -0.72232  0.12
C  -2.06226  2.89332  0.39363  -1.38
Br  -0.70153  2.14404  -2.01288  -0.18
H  3.70693  3.06266  -0.48579  0.37
H  4.03091  2.40007  1.14450  0.27
H  2.45740  3.09821  0.81272  0.17
H  3.57171  0.48961  -0.16750  0.19
H  2.20263  1.22732  -1.00685  0.24
H  -1.50820  -0.26690  -0.81209  -0.05
H  -2.89095  0.07190  0.26332  0.42
H  -3.12833  1.90094  -1.15821  0.46
H  -2.70674  2.57858  1.21578  0.32
H  -1.04300  3.09747  0.70805  0.27
H  -2.46865  3.82641  -0.00786  0.46
Br  0.52926  4.93280  2.97120  -0.08
C  -0.77244  4.28287  4.26477  -0.67
C  -0.25652  3.08964  5.02727  -0.51
Br  -0.30121  1.47054  3.95518  -0.09
H  -1.68379  4.07778  3.71050  0.33
H  -0.94364  5.11538  4.94473  0.39
H  -0.89379  2.88573  5.88605  0.39
H  0.77075  3.21090  5.36075  0.31
Br  -1.99256  -5.94560  -1.12820  -0.16
C  -0.66812  -4.51735  -1.18297  -0.85
C  -1.22409  -3.22449  -0.66146  0.85
Br  -2.38118  -2.39038  -1.97917  -0.09
H  -0.32702  -4.44570  -2.20881  0.43
H  0.15002  -4.85881  -0.55601  0.47
H  -0.42051  -2.51260  -0.49365  -1.02
H  -1.80323  -3.33273  0.25134  0.50
Br  0.02229  6.33030  -2.79992  -0.12
C  0.79361  5.98995  -4.55428  -0.60
C  0.80732  4.51928  -4.87591  -0.53
Br  2.22659  3.59505  -3.91725  -0.13
H  1.78496  6.43239  -4.55404  0.38
H  0.15819  6.52727  -5.25568  0.34
H  1.02403  4.36039  -5.93059  0.34
H  -0.12266  4.01952  -4.62003  0.30
Br  2.09359  -5.91194  -2.64263  -0.14
C  3.51115  -4.57720  -2.53473  -0.55
C  3.66059  -4.03842  -1.13645  -0.67
Br  2.25109  -2.76395  -0.69794  -0.02
H  3.27481  -3.80654  -3.26197  0.37
H  4.41533  -5.09852  -2.84298  0.37
H  4.58819  -3.47743  -1.04060  0.36
H  3.63048  -4.81499  -0.37818  0.40
Br  -6.92443  -6.29812  0.41767  -0.15
C  -6.12802  -6.50711  -1.34602  -0.26
C  -6.06651  -7.95425  -1.75778  -0.35
Br  -4.62520  -8.89730  -0.84612  -0.15
H  -5.15007  -6.03388  -1.30698  0.04
H  -6.77351  -5.94590  -2.01970  0.30
H  -5.83666  -8.03862  -2.81888  0.11
H  -6.98250  -8.49621  -1.54410  0.43
Br  -5.95703  -6.87130  -5.69545  -0.17
C  -4.51987  -5.55830  -5.61877  -0.65
C  -4.38229  -4.97584  -4.23903  -0.12
Br  -5.78044  -3.67070  -3.87020  -0.11
H  -4.73416  -4.81061  -6.37606  0.43
H  -3.61920  -6.10373  -5.89373  0.39
H  -3.44799  -4.42531  -4.14410  0.20
H  -4.43543  -5.72588  -3.45576  0.01
Br  5.54078  -1.02832  5.82915  -0.17
C  3.66946  -0.48829  5.87307  -0.60
C  3.24809  0.15757  4.58134  -0.26
Br  3.91086  1.98448  4.44367  -0.11
H  3.55077  0.16497  6.73203  0.37
H  3.11119  -1.40765  6.03822  0.41
H  2.16422  0.24440  4.53214  -0.06
H  3.60492  -0.37325  3.70406  0.36
Br  2.72242  7.93053  1.58994  -0.14
C  3.46175  8.50267  3.29915  -0.59
C  4.63131  7.64374  3.70418  -0.60
Br  4.03328  5.91790  4.37226  -0.10
H  2.64934  8.48009  4.01905  0.36
H  3.77782  9.53258  3.14426  0.34
H  5.17626  8.09882  4.52912  0.34
H  5.31753  7.44756  2.88618  0.38

***

Molecular formula: C28H31AsN7PtS2
Method: DFT, ωB97M-V with the def2-TZVPD basis set

**HOMO-LUMO gap (spin up / spin down)**: 6.113 / 6.002 eV
**Net charge**: +1
**Expectation value of S²**: 2.018
**Spin multiplicity**: 3

Last column: Mulliken charge in e.
Atoms and positions in Å:
Pt  1.70334  0.37011  -0.05216  0.53
S  1.97814  2.33791  -1.33936  -0.35
C  0.94744  3.45701  -0.48696  0.53
C  1.27364  4.81101  -0.53356  -0.66
C  0.47384  5.73861  0.09974  -0.62
C  -0.67866  5.32931  0.75484  -0.79
C  -1.01756  3.98621  0.78724  -0.13
C  -0.20366  3.03181  0.19244  -0.01
As  -0.58396  1.11601  0.22004  0.70
C  -1.58646  1.01561  -1.43286  1.01
C  -2.84516  1.58441  -1.57476  -0.07
C  -3.48136  1.55031  -2.80346  -0.74
C  -2.85706  0.96551  -3.89296  -0.58
C  -1.58996  0.42031  -3.76376  -0.65
C  -0.95576  0.44901  -2.53396  -0.71
C  -1.85396  1.07791  1.68864  0.30
C  -1.47826  1.70181  2.87614  -0.73
C  -2.31896  1.68111  3.97264  -0.72
C  -3.52676  1.00471  3.90434  -0.58
C  -3.89116  0.35331  2.73794  -0.78
C  -3.06296  0.39731  1.62804  -0.51
H  2.16664  5.11851  -1.05436  0.45
H  0.74634  6.78241  0.07974  0.40
H  -1.30586  6.06031  1.24054  0.42
H  -1.92266  3.66511  1.29204  0.45
H  -3.32626  2.04931  -0.72086  0.39
H  -4.46376  1.98391  -2.91336  0.45
H  -3.35956  0.93071  -4.84686  0.41
H  -1.10186  -0.02269  -4.62076  0.46
H  0.04154  0.02651  -2.40326  0.31
H  -0.52476  2.21991  2.92424  0.53
H  -2.03376  2.19501  4.87724  0.42
H  -4.16886  0.96601  4.77094  0.41
H  -4.82616  -0.18449  2.69094  0.47
H  -3.35306  -0.09439  0.70524  0.58
C  7.04244  -1.25579  -0.11736  -1.09
N  5.95204  -0.30179  -0.16966  0.14
C  6.29424  1.10281  -0.28216  -1.22
C  4.67204  -0.62569  0.16844  0.49
N  3.79144  0.23791  0.53924  -0.68
N  4.33864  -1.96719  0.09844  -0.05
C  3.08254  -2.52059  0.23714  0.55
N  3.04314  -3.86739  0.01204  -0.42
N  2.04674  -1.82879  0.52884  -0.39
H  7.98424  -0.71809  -0.19676  0.38
H  7.00494  -1.96389  -0.95046  0.32
H  7.04804  -1.79819  0.83184  0.39
H  7.19864  1.19781  -0.87646  0.38
H  6.46354  1.56881  0.69484  0.36
H  5.49954  1.63031  -0.81066  0.43
H  4.13984  1.18361  0.64504  0.28
H  5.04794  -2.58829  -0.25826  0.18
H  3.87664  -4.42629  0.03424  0.19
H  2.18194  -4.34969  0.20524  0.22
H  1.18294  -2.35359  0.60774  -0.13
N  -5.04826  -4.69559  -0.98936  -0.30
C  -4.41426  -4.26229  0.10984  0.21
S  -5.05756  -4.59809  1.59814  -0.38
C  -3.17526  -3.49679  -0.03066  1.26
C  -2.52746  -3.30989  -1.25636  -0.72
C  -1.39236  -2.52239  -1.30276  -1.13
N  -0.86616  -1.92409  -0.24066  0.00
C  -1.44896  -2.13949  0.93634  -0.24
C  -2.58626  -2.90709  1.09244  -1.02
H  -5.90596  -5.21029  -0.86346  0.21
H  -4.72816  -4.48339  -1.91926  0.16
H  -2.88276  -3.77919  -2.15936  0.36
H  -0.87426  -2.37369  -2.23906  0.53
H  -0.96576  -1.67049  1.78974  0.66
H  -3.03086  -3.05889  2.06314  0.45

***

DFT total energy for every record listed, in sequence, given in hartree: -480.58626; -44923.16763; -4620.14090.